20
Properties=species:S:1:pos:R:3:forces:R:3 method="wB97M-V/def2-TZVPD" smiles="C[C@H](N)C/C=C/[NH3+]" lumo_ev=-3.80 fmax_ev_per_a=1.40 e_tot_ha=-307.53888 mol_weight_g_mol=101.17 relative_energy_ev=2.251 charge=+1 spin_multiplicity=1
C -1.042 -0.446 -1.849 0.27 -0.33 -0.74
C -0.860 -1.260 -0.569 -0.69 -0.04 -0.53
N -2.038 -2.025 -0.190 -0.22 0.10 0.24
C -0.535 -0.402 0.651 1.29 0.34 -0.42
C 0.519 0.653 0.416 -0.25 0.33 0.11
C 1.545 0.794 1.232 -0.52 0.32 0.41
N 2.458 1.980 1.159 -0.68 0.09 -0.76
H -1.905 0.218 -1.875 0.01 0.16 0.40
H -1.183 -1.114 -2.705 -0.08 -0.13 0.22
H -0.138 0.102 -2.114 0.01 0.25 0.07
H -0.066 -1.982 -0.765 0.20 0.08 0.23
H -2.303 -2.726 -0.868 0.12 0.01 -0.10
H -2.828 -1.393 -0.080 0.01 -0.21 -0.02
H -0.139 -1.047 1.434 -0.55 -0.05 0.27
H -1.427 0.145 0.954 -0.16 -0.17 0.22
H 0.349 1.406 -0.352 0.07 -0.23 -0.22
H 1.615 0.266 2.167 0.47 -0.31 -0.01
H 1.913 2.851 1.103 0.13 -0.15 0.55
H 2.989 1.999 0.285 0.41 -0.36 0.18
H 3.077 1.981 1.967 0.16 0.27 -0.12